No. 1
Entry from OMol25: a single C3H4N2O molecule in a non-equilibrium geometry (ωB97M-V/def2-TZVPD).

XYZ file:
```
10
Properties=species:S:1:pos:R:3:forces:R:3
O -0.591160 -0.626221 -1.471545 0.2 0.3 -1.0
C 0.262703 -1.106893 0.402747 0.2 0.3 0.6
C -0.308579 -0.152731 1.234622 0.3 -0.4 0.2
N -0.125487 1.106315 0.701061 0.2 0.1 -0.3
N 0.435538 1.199156 -0.430837 -0.6 -0.2 0.3
C 0.611728 -0.221308 -0.779901 -0.1 -0.4 -0.2
H -0.501390 -1.591481 -1.552111 -0.2 0.3 0.2
H -0.864117 -0.239891 2.157851 0.2 0.0 0.0
H -0.411637 1.972924 1.156365 0.0 -0.1 -0.1
H 1.492400 -0.339870 -1.418251 0.0 0.0 0.4
```
Positions in Å, forces in eV/Å.

Calculated values
- ΔE to the lowest compared entry with this formula, charge and spin: 532.45 kJ/mol
- HOMO level (spin up / spin down): -0.3170 / -0.3171 Ha
- Net charge: 0
- Gap between HOMO and LUMO (spin up / spin down): 7.790 / 7.794 eV

Okay, here come the Mulliken numbers, in e, for every atom: atom 1 (O): -0.49, atom 2 (C): -0.61, atom 3 (C): -0.23, atom 4 (N): 0.38, atom 5 (N): -0.63, atom 6 (C): 0.15, atom 7 (H): 0.38, atom 8 (H): 0.44, atom 9 (H): 0.26, atom 10 (H): 0.35

---

No. 2
Entry from OMol25: a single C3H4N2O molecule (ωB97M-V/def2-TZVPD).

XYZ file:
```
10
Properties=species:S:1:pos:R:3:forces:R:3
N 1.896788 -0.024953 -0.236414 0.1 0.0 0.1
C 0.596036 -0.375645 -0.031767 -0.1 -0.2 0.0
N -0.236264 0.723246 -0.304970 0.1 -0.1 0.0
C -1.486011 0.824222 0.196572 -0.3 -0.1 -0.1
C -2.060756 -0.320376 -0.148250 0.3 0.2 0.1
O 0.279326 -1.504703 0.326578 0.1 0.3 -0.1
H 2.141408 0.935163 -0.409424 -0.1 -0.1 0.0
H 2.607721 -0.687739 0.024000 -0.1 0.1 0.0
H -1.916790 1.781158 0.487600 0.1 -0.2 0.0
H -1.821460 -1.350375 0.096078 -0.1 0.1 0.0
```
Positions in Å, forces in eV/Å.

Calculated values
- ΔE to the lowest compared entry with this formula, charge and spin: 429.36 kJ/mol
- HOMO level (spin up / spin down): -0.3328 / -0.3328 Ha
- Net charge: 0
- Gap between HOMO and LUMO (spin up / spin down): 8.126 / 8.135 eV

Okay, here come the Mulliken numbers, in e, for every atom: atom 1 (N): -0.37, atom 2 (C): 0.67, atom 3 (N): -0.45, atom 4 (C): -0.09, atom 5 (C): -0.23, atom 6 (O): -0.63, atom 7 (H): 0.22, atom 8 (H): 0.23, atom 9 (H): 0.32, atom 10 (H): 0.34

---

No. 3
Entry from OMol25: a single C3H4N2O molecule (ωB97M-V/def2-TZVPD).

XYZ file:
```
10
Properties=species:S:1:pos:R:3:forces:R:3
N -2.015772 -0.054866 -0.082403 0.0 0.1 0.0
C -0.645534 0.111080 -0.017801 0.1 -0.5 0.0
C 0.220398 1.148679 -0.009923 0.1 -0.6 0.2
N 1.525480 0.632277 0.027302 -0.4 -0.1 -0.2
C 1.365100 -0.635413 0.005457 0.0 -0.1 0.1
O 0.063642 -1.059798 -0.016409 0.2 0.7 0.0
H -2.327943 -0.868526 0.432400 0.0 0.1 -0.1
H -2.503883 0.773302 0.213396 -0.2 0.1 0.0
H 0.004825 2.191647 0.007425 0.0 0.4 0.0
H 2.110118 -1.405998 -0.002639 0.1 -0.1 0.1
```
Positions in Å, forces in eV/Å.

Calculated values
- ΔE to the lowest compared entry with this formula, charge and spin: 83.89 kJ/mol
- HOMO level: -0.3073 Ha
- Net charge: 0
- Gap between HOMO and LUMO: 9.225 eV
- Structure (SMILES): Nc1cnco1

Okay, here come the Mulliken numbers, in e, for every atom: atom 1 (N): -0.51, atom 2 (C): 0.56, atom 3 (C): -0.45, atom 4 (N): -0.51, atom 5 (C): -0.03, atom 6 (O): -0.36, atom 7 (H): 0.26, atom 8 (H): 0.26, atom 9 (H): 0.38, atom 10 (H): 0.39

---

No. 4
Entry from OMol25: a single C3H4N2O molecule (ωB97M-V/def2-TZVPD).

XYZ file:
```
10
Properties=species:S:1:pos:R:3:forces:R:3
O -0.414892 0.359687 2.344392 0.5 -0.3 -0.1
C -0.034077 0.041831 1.246387 -0.2 0.2 0.5
C -0.305561 0.901944 0.009428 -0.1 0.1 0.2
N -0.083033 -0.074198 -1.040385 0.0 -0.1 0.0
C 0.465274 -1.170479 -0.446669 0.0 0.0 0.0
N 0.523725 -1.187571 0.846509 0.0 0.1 -0.2
H -1.331240 1.212485 0.216689 -0.1 0.1 -0.8
H 0.327494 1.789442 -0.097666 0.0 -0.2 0.2
H 0.043550 0.129536 -2.019881 0.0 0.0 0.2
H 0.808761 -2.002676 -1.058805 0.0 0.2 0.1
```
Positions in Å, forces in eV/Å.

Calculated values
- ΔE to the lowest compared entry with this formula, charge and spin: 60.17 kJ/mol
- HOMO level: -0.3567 Ha
- Net charge: 0
- Gap between HOMO and LUMO: 10.331 eV
- Structure (SMILES): O=C1CNC=N1

Okay, here come the Mulliken numbers, in e, for every atom: atom 1 (O): -0.53, atom 2 (C): 0.45, atom 3 (C): -0.26, atom 4 (N): -0.18, atom 5 (C): -0.04, atom 6 (N): -0.55, atom 7 (H): 0.22, atom 8 (H): 0.27, atom 9 (H): 0.23, atom 10 (H): 0.38

---

no.,energy (eV)
1,-8198.3670
2,-8199.4354
3,-8203.0160
4,-8203.2618